Formula: CH5N6
Source: OMol25
Level of theory: ωB97M-V/def2-TZVPD

Results
* ΔE to the lowest compared entry with this formula, charge and spin: 0.951 eV
* charge: +1
* highest occupied orbital energy: -0.5537 hartree
* lowest unoccupied orbital energy: -4.64 eV

Positions of all 12 atoms, in Å:
C (-0.056, 1.396, 1.006)
N (-1.320, 1.512, 0.973)
N (-1.848, 0.558, 0.224)
N (-0.902, -0.225, -0.216)
N (0.298, 0.269, 0.249)
N (-0.920, -1.204, -1.095)
N (1.575, -0.381, -0.195)
H (0.650, 2.105, 1.543)
H (-1.792, -1.690, -1.280)
H (-0.067, -1.828, -1.249)
H (2.192, -0.773, 0.564)
H (2.191, 0.262, -0.523)

***

Formula: C3H7IN3O
Source: OMol25
Level of theory: ωB97M-V/def2-TZVPD

Results
* ΔE to the lowest compared entry with this formula, charge and spin: 3.653 eV
* charge: +1
* highest occupied orbital energy (alpha / beta): -0.5063 / -0.4906 hartree
* lowest unoccupied orbital energy (alpha / beta): -5.15 / -6.57 eV

Positions of all 15 atoms, in Å:
C (1.800, -1.999, -0.013)
C (-0.190, 0.166, 0.509)
C (0.279, 1.449, 0.083)
N (0.383, -2.104, -0.041)
N (2.129, -0.810, -0.565)
N (-0.397, -0.957, -0.392)
O (2.460, -2.922, 0.359)
I (3.542, 0.400, 0.004)
H (-0.341, -0.071, 1.552)
H (-0.164, 2.259, 0.664)
H (0.177, 1.620, -0.987)
H (1.398, 1.557, 0.289)
H (-0.058, -2.968, 0.239)
H (-1.390, -1.253, -0.408)
H (-0.115, -0.652, -1.347)

***

Formula: C35H34F2NO3S
Source: OMol25
Level of theory: ωB97M-V/def2-TZVPD

Results
* ΔE to the lowest compared entry with this formula, charge and spin: 0.000 eV
* charge: -1
* highest occupied orbital energy: -0.1339 hartree
* lowest unoccupied orbital energy: 2.22 eV

Positions of all 76 atoms, in Å:
C (-4.302, -1.377, 3.330)
C (-3.797, -1.909, 1.982)
C (-3.367, -3.358, 2.196)
C (-5.000, -1.878, 1.032)
C (-2.643, -1.042, 1.418)
C (-1.491, -1.523, 0.830)
C (-0.434, -0.663, 0.463)
C (0.875, -1.258, -0.118)
C (2.024, -1.201, 0.890)
C (2.070, -0.291, 1.953)
C (3.188, -0.273, 2.793)
F (3.169, 0.611, 3.847)
C (4.258, -1.157, 2.653)
C (4.133, -2.129, 1.658)
F (5.125, -3.084, 1.542)
C (3.036, -2.181, 0.800)
C (-0.533, 0.715, 0.715)
C (-1.676, 1.283, 1.248)
C (-1.833, 2.787, 1.528)
C (-2.762, 3.379, 0.459)
C (-0.493, 3.520, 1.498)
C (-2.471, 3.046, 2.901)
C (-2.833, 0.413, 1.402)
O (-3.991, 0.900, 1.439)
H (-4.691, -0.365, 3.213)
H (-5.115, -2.021, 3.683)
H (-3.501, -1.371, 4.075)
H (-3.077, -3.841, 1.256)
H (-2.533, -3.414, 2.906)
H (-4.212, -3.917, 2.620)
H (-4.736, -2.283, 0.049)
H (-5.814, -2.478, 1.462)
H (-5.338, -0.844, 0.914)
H (-1.367, -2.597, 0.643)
H (0.677, -2.319, -0.293)
H (1.249, 0.385, 2.153)
H (5.123, -1.108, 3.303)
H (2.970, -2.973, 0.064)
H (0.351, 1.332, 0.514)
H (-3.740, 2.886, 0.528)
H (-2.881, 4.459, 0.620)
H (-2.346, 3.201, -0.542)
H (0.182, 3.136, 2.272)
H (-0.008, 3.442, 0.520)
H (-0.668, 4.586, 1.699)
H (-1.853, 2.628, 3.705)
H (-2.555, 4.129, 3.056)
H (-3.473, 2.611, 2.949)
C (6.093, 2.208, -1.705)
C (5.533, 2.032, -2.973)
C (4.566, 1.049, -3.181)
C (4.159, 0.253, -2.109)
S (2.922, -1.056, -2.394)
C (1.254, -0.628, -1.430)
C (0.206, -0.703, -2.525)
C (-0.802, 0.258, -2.546)
C (-1.697, 0.337, -3.607)
C (-1.582, -0.552, -4.680)
C (-2.516, -0.449, -5.759)
N (-3.292, -0.314, -6.625)
C (-0.573, -1.519, -4.671)
C (0.268, -1.643, -3.569)
O (2.709, -0.876, -3.819)
O (3.380, -2.336, -1.903)
C (4.731, 0.398, -0.853)
C (5.699, 1.382, -0.647)
H (6.836, 2.984, -1.537)
H (5.840, 2.653, -3.810)
H (4.129, 0.899, -4.167)
H (1.538, 0.413, -1.231)
H (-0.881, 0.966, -1.716)
H (-2.479, 1.097, -3.598)
H (-0.428, -2.175, -5.529)
H (0.949, -2.495, -3.538)
H (4.408, -0.274, -0.053)
H (6.135, 1.494, 0.344)

***

Formula: C11H20F6N2O10S2V2
Source: OMol25
Level of theory: ωB97M-V/def2-TZVPD

Results
* ⟨S²⟩: 12.009
* 2S+1: 7
* charge: +2
* highest occupied orbital energy (alpha / beta): -0.5084 / -0.5084 hartree
* lowest unoccupied orbital energy (alpha / beta): -8.05 / -8.18 eV

Positions of all 53 atoms, in Å:
V (-0.050, -3.038, 1.673)
V (0.101, -2.246, -2.248)
N (1.658, 2.122, -1.879)
H (1.997, 1.563, -2.725)
H (1.042, 2.890, -2.160)
H (2.413, 2.366, -1.245)
H (1.015, 1.464, -1.387)
N (3.357, -0.559, 1.799)
H (3.436, -0.109, 2.723)
H (3.812, 0.114, 1.168)
H (2.355, -0.742, 1.474)
H (3.909, -1.421, 1.736)
C (2.286, -0.685, -5.915)
F (3.398, -0.693, -6.584)
F (1.634, 0.443, -6.147)
F (1.531, -1.738, -6.248)
S (2.654, -0.763, -4.109)
O (3.749, -1.634, -3.905)
O (2.820, 0.626, -3.745)
O (1.391, -1.305, -3.505)
C (-3.102, -5.431, -1.067)
F (-3.777, -5.255, 0.070)
F (-3.203, -6.654, -1.505)
F (-3.540, -4.587, -1.975)
S (-1.289, -5.063, -0.740)
O (-1.251, -4.521, 0.646)
O (-0.584, -6.257, -0.897)
O (-0.967, -4.033, -1.752)
C (0.085, -0.902, 0.096)
O (-0.663, -1.930, -0.138)
O (0.583, -0.272, -0.878)
O (0.673, -0.942, 1.281)
C (-3.113, 2.463, 2.998)
C (-2.843, 1.188, 2.513)
C (-2.907, 0.936, 1.137)
C (-3.189, 1.956, 0.251)
C (-3.400, 3.249, 0.744)
C (-3.415, 3.488, 2.121)
H (-3.069, 2.705, 4.054)
H (-2.600, 0.364, 3.172)
H (-2.665, -0.085, 0.862)
H (-3.348, 1.775, -0.806)
H (-3.646, 4.046, 0.052)
H (-3.570, 4.498, 2.475)
C (1.193, 3.317, 3.800)
C (1.217, 2.302, 2.678)
O (0.983, 0.999, 3.200)
H (0.235, 3.260, 4.314)
H (1.338, 4.322, 3.411)
H (1.987, 3.082, 4.510)
H (2.204, 2.374, 2.170)
H (0.435, 2.547, 1.945)
H (0.704, 0.407, 2.487)

***

Formula: C19H70N14O16
Source: OMol25
Level of theory: ωB97M-V/def2-TZVPD

Results
* ΔE to the lowest compared entry with this formula, charge and spin: 11.361 eV
* highest occupied orbital energy: -0.3123 hartree
* lowest unoccupied orbital energy: 0.28 eV

Positions of all 119 atoms, in Å:
C (6.891, -27.771, -16.486)
C (7.101, -27.843, -14.974)
O (6.009, -27.182, -14.407)
H (7.705, -28.340, -16.926)
H (6.903, -26.769, -16.893)
H (5.989, -28.202, -16.879)
H (8.015, -27.254, -14.734)
H (7.034, -28.825, -14.527)
H (6.177, -27.047, -13.454)
C (9.723, -26.844, -12.209)
C (10.240, -28.222, -12.516)
O (10.810, -28.767, -11.338)
H (9.052, -26.683, -11.306)
H (9.147, -26.400, -12.998)
H (10.546, -26.163, -12.136)
H (11.019, -28.225, -13.279)
H (9.466, -28.839, -12.974)
H (10.908, -29.678, -11.459)
C (8.521, -23.572, -11.493)
C (7.812, -23.299, -12.786)
O (7.467, -24.486, -13.367)
H (9.443, -24.150, -11.658)
H (7.831, -24.075, -10.782)
H (8.746, -22.599, -11.117)
H (8.440, -22.812, -13.492)
H (6.925, -22.749, -12.516)
H (6.997, -24.318, -14.162)
C (4.403, -24.145, -14.906)
O (3.899, -22.919, -15.188)
N (3.894, -24.968, -14.008)
N (5.342, -24.736, -15.570)
H (3.000, -24.755, -13.553)
H (4.263, -25.949, -13.826)
H (5.745, -24.133, -16.300)
H (5.607, -25.747, -15.511)
C (9.841, -22.757, -7.281)
O (8.903, -22.773, -6.256)
N (11.082, -23.010, -7.132)
N (9.656, -22.608, -8.562)
H (11.406, -23.047, -6.199)
H (11.718, -23.160, -7.925)
H (8.637, -22.508, -8.690)
H (10.419, -22.300, -9.216)
C (5.913, -22.242, -8.208)
O (7.003, -22.379, -9.041)
N (4.737, -21.860, -8.630)
N (5.989, -22.293, -6.908)
H (4.711, -21.725, -9.627)
H (4.026, -21.605, -7.981)
H (6.863, -22.695, -6.551)
H (5.144, -22.396, -6.332)
C (7.869, -23.653, -17.117)
O (8.403, -24.081, -15.923)
N (6.969, -22.781, -17.202)
N (8.235, -24.288, -18.167)
H (6.744, -22.237, -16.383)
H (6.363, -22.749, -18.005)
H (8.918, -25.063, -18.058)
H (7.945, -23.990, -19.113)
C (5.671, -20.263, -14.470)
O (6.541, -21.259, -14.827)
N (5.977, -19.024, -14.157)
N (4.404, -20.374, -14.655)
H (6.998, -18.777, -14.412)
H (5.376, -18.393, -13.665)
H (4.123, -21.361, -14.870)
H (4.000, -19.816, -15.416)
C (10.684, -21.569, -15.562)
O (9.495, -20.994, -15.273)
N (11.812, -20.967, -15.551)
N (10.770, -22.776, -15.934)
H (11.898, -19.943, -15.307)
H (12.676, -21.622, -15.678)
H (9.889, -23.265, -16.078)
H (11.633, -23.340, -15.942)
C (10.735, -26.328, -16.327)
O (10.302, -26.098, -17.633)
N (10.204, -25.862, -15.236)
N (11.918, -26.860, -16.113)
H (9.360, -25.246, -15.377)
H (10.491, -26.094, -14.285)
H (12.397, -27.324, -16.873)
H (12.251, -26.910, -15.145)
C (7.671, -20.100, -11.389)
O (8.726, -19.882, -10.459)
H (7.962, -20.293, -12.366)
H (6.966, -19.269, -11.338)
H (7.186, -20.990, -10.977)
H (8.462, -20.240, -9.594)
C (7.811, -25.746, -8.679)
O (9.140, -25.443, -9.055)
H (7.649, -26.255, -7.710)
H (7.291, -26.302, -9.453)
H (7.343, -24.808, -8.500)
H (9.234, -24.507, -9.251)
C (11.961, -23.636, -13.307)
O (12.419, -24.052, -12.055)
H (12.518, -22.751, -13.721)
H (10.938, -23.372, -13.137)
H (11.987, -24.505, -13.992)
H (13.202, -24.614, -12.140)
C (11.024, -20.378, -12.311)
O (11.549, -19.696, -11.223)
H (10.418, -21.255, -12.070)
H (11.955, -20.719, -12.893)
H (10.478, -19.815, -13.070)
H (11.428, -20.258, -10.505)
C (5.234, -25.609, -10.952)
O (6.184, -26.072, -11.810)
H (5.617, -25.050, -10.105)
H (4.692, -26.490, -10.536)
H (4.457, -25.048, -11.536)
H (6.674, -25.354, -12.238)
C (4.499, -22.295, -11.579)
O (4.327, -20.913, -11.278)
H (5.294, -22.719, -10.973)
H (4.579, -22.642, -12.586)
H (3.573, -22.716, -11.298)
H (3.456, -20.705, -11.617)

***

Formula: C5H8O2
Source: OMol25
Level of theory: ωB97M-V/def2-TZVPD

Results
* ΔE to the lowest compared entry with this formula, charge and spin: 2.111 eV
* highest occupied orbital energy: -0.3552 hartree
* lowest unoccupied orbital energy: 0.09 eV

Positions of all 15 atoms, in Å:
O (-2.082, 0.618, -1.612)
C (0.168, -0.216, -1.632)
C (0.319, -0.228, -0.308)
C (0.330, -1.264, 0.804)
C (0.955, -0.195, 1.749)
C (0.896, 0.809, 0.586)
O (1.222, 1.959, 0.429)
H (-1.766, 1.496, -1.852)
H (0.422, 0.681, -2.188)
H (-0.186, -1.060, -2.210)
H (-1.639, 0.461, -0.763)
H (-0.630, -1.671, 1.138)
H (0.993, -2.099, 0.567)
H (1.976, -0.407, 2.075)
H (0.351, 0.082, 2.617)

***

Values for calculated total energy, eV, ordered as above
-10046.9415, -17831.0513, -60750.4313, -124522.6047, -74456.9646, -9407.7209
Values for molar mass, u, ordered as above
101.09, 228.01, 586.72, 620.30, 750.85, 100.12